(1)
Entry from OMol25: a 4-piece molecular cluster, C25H42BCl2F4N2O12S3 overall (ωB97M-V with the def2-TZVPD basis set).

Its energy above the lowest of the compared OMol25 structures with the same formula, charge and spin is 0.0 kcal per mole. The calculation puts the highest occupied orbital energy at -0.215 Eh. As for the net charge: -1.

Each line ends with the Mulliken charge.
Atoms and positions in Å:
1 C 0.49 3.74 2.87  -1.4667
2 C 1.54 4.33 1.92  -1.4291
3 C 1.96 3.42 0.74  2.0384
4 C 2.88 4.30 -0.16  -0.9718
5 C 2.76 4.03 -1.67  -0.4439
6 O 3.98 3.59 -2.27  -0.6547
7 O 0.78 3.08 0.07  -0.7534
8 B 0.56 1.63 0.05  0.6884
9 N 1.05 1.03 -1.29  -0.6078
10 C -0.96 1.17 0.52  0.1496
11 Cl -1.17 0.68 2.19  -0.2374
12 C -2.05 1.14 -0.26  0.0858
13 C -2.10 1.52 -1.72  -0.9433
14 Cl -3.63 0.62 0.34  -0.1346
15 O 1.50 1.13 1.10  -0.6621
16 C 2.56 2.03 1.25  1.8858
17 C 3.00 1.94 2.73  -1.9162
18 O 4.39 1.58 2.90  -0.3034
19 C 5.21 2.57 3.26  0.8323
20 F 5.05 3.69 2.53  -0.2120
21 F 5.04 2.94 4.55  -0.3071
22 F 6.47 2.16 3.13  -0.2797
23 C 3.75 1.49 0.40  -0.5893
24 O 4.70 2.14 0.07  -0.4035
25 N 3.72 0.09 -0.01  -0.2835
26 C 3.98 -0.88 0.97  0.5262
27 O 4.97 -1.53 1.04  -0.5227
28 F 3.00 -1.08 1.86  -0.1706
29 H 0.47 4.32 3.80  0.4202
30 H -0.50 3.86 2.42  0.3442
31 H 0.64 2.69 3.10  0.2655
32 H 2.43 4.68 2.46  0.3186
33 H 1.10 5.23 1.47  0.7245
34 H 2.59 5.34 0.01  0.5137
35 H 3.92 4.21 0.14  0.3061
36 H 2.49 4.97 -2.17  0.4001
37 H 1.96 3.32 -1.86  -0.0264
38 H 3.85 2.69 -2.57  0.3611
39 H 0.83 0.04 -1.38  0.1837
40 H 0.68 1.50 -2.11  0.1537
41 H -1.95 2.59 -1.88  0.2691
42 H -1.31 0.97 -2.24  0.1098
43 H -3.03 1.18 -2.16  0.4060
44 H 2.42 1.13 3.17  0.3926
45 H 2.80 2.84 3.31  0.6074
46 H 2.82 -0.05 -0.47  0.3551
47 C -8.30 -1.52 2.69  -0.5739
48 C -6.98 -0.79 3.00  -0.7528
49 C -6.65 0.10 1.80  -0.3094
50 S -8.22 0.53 1.05  1.1472
51 O -8.29 -0.06 -0.27  -0.6397
52 O -8.52 1.92 1.24  -0.6820
53 C -9.24 -0.45 2.15  -0.7117
54 H -8.71 -2.02 3.56  0.3429
55 H -8.12 -2.28 1.92  0.2955
56 H -7.11 -0.18 3.90  0.3124
57 H -6.17 -1.49 3.20  0.3289
58 H -6.14 1.02 2.09  0.4161
59 H -6.06 -0.42 1.05  0.0946
60 H -10.09 -0.85 1.59  0.3872
61 H -9.59 0.21 2.94  0.3367
62 C -6.20 -1.40 -4.96  -0.5784
63 C -5.58 -1.53 -6.36  -0.5821
64 C -4.22 -0.82 -6.32  -0.7042
65 S -3.64 -0.94 -4.62  1.1926
66 O -3.59 0.38 -4.05  -0.6435
67 O -2.50 -1.82 -4.54  -0.7296
68 C -5.10 -1.77 -3.97  -0.6822
69 H -7.07 -2.05 -4.84  0.3437
70 H -6.52 -0.37 -4.78  0.3035
71 H -5.44 -2.58 -6.60  0.2863
72 H -6.22 -1.09 -7.12  0.3161
73 H -3.48 -1.28 -6.96  0.3408
74 H -4.30 0.24 -6.55  0.3683
75 H -5.27 -1.42 -2.96  0.3597
76 H -4.89 -2.84 -3.98  0.3507
77 C 5.96 -5.02 0.51  -0.5703
78 C 7.10 -4.00 0.67  -0.4125
79 C 7.98 -4.47 1.84  -0.6901
80 S 7.82 -6.26 1.89  1.1481
81 O 7.18 -6.64 3.13  -0.6601
82 O 9.06 -6.88 1.50  -0.6778
83 C 6.63 -6.39 0.56  -0.7252
84 H 5.42 -4.88 -0.41  0.3787
85 H 5.26 -4.91 1.34  0.2837
86 H 7.69 -3.97 -0.25  0.2868
87 H 6.71 -3.00 0.85  0.1876
88 H 9.03 -4.22 1.70  0.3629
89 H 7.63 -4.08 2.79  0.3784
90 H 5.95 -7.21 0.79  0.4084
91 H 7.18 -6.60 -0.35  0.3493



(2)
Entry from OMol25: C23H30BN6ReTe as an isolated structure (ωB97M-V with the def2-TZVPD basis set).

Its spin multiplicity is 4. The calculation puts the highest occupied orbital energy (alpha / beta) at -0.609 / -0.609 Eh. As for the net charge: +3.

Each line ends with the Löwdin spin population.
Atoms and positions in Å:
1 Re -0.43 -0.36 -0.19  2.2134
2 C -2.54 -3.10 -0.91  0.0141
3 C -2.40 -2.68 0.51  0.0144
4 C -2.99 -3.15 1.66  0.0138
5 C -2.49 -2.38 2.72  0.0356
6 C -2.81 -2.47 4.17  0.0066
7 N -1.64 -1.48 2.22  0.0151
8 N -1.57 -1.66 0.86  0.0519
9 B -0.74 -0.39 2.87  0.0012
10 N -1.14 0.98 2.25  0.0101
11 N -1.23 1.06 0.87  0.0685
12 C -1.92 2.21 0.54  0.0217
13 C -2.27 2.55 -0.86  0.0055
14 C -2.23 2.85 1.71  0.0272
15 C -1.74 2.06 2.76  0.0501
16 C -1.81 2.31 4.23  0.0087
17 N 0.73 -0.66 2.42  0.0098
18 N 0.99 -0.78 1.07  0.0770
19 C 2.22 -1.37 0.91  0.0252
20 C 2.74 -1.77 -0.43  0.0083
21 C 2.76 -1.55 2.16  0.0287
22 C 1.80 -1.11 3.09  0.0548
23 C 1.87 -1.13 4.57  0.0096
24 H -2.21 -4.14 -1.05  0.0009
25 H -1.93 -2.49 -1.59  0.0090
26 H -3.57 -3.03 -1.25  0.0007
27 H -3.70 -3.96 1.74  0.0002
28 H -3.60 -3.21 4.33  0.0002
29 H -3.15 -1.51 4.55  0.0016
30 H -1.93 -2.78 4.74  0.0020
31 H -0.84 -0.39 4.05  -0.0002
32 H -2.14 1.71 -1.55  0.0023
33 H -1.68 3.40 -1.22  0.0017
34 H -3.32 2.84 -0.92  0.0000
35 H -2.78 3.77 1.81  0.0010
36 H -2.11 3.34 4.41  0.0002
37 H -0.85 2.14 4.70  0.0018
38 H -2.55 1.66 4.70  0.0033
39 H 1.98 -1.67 -1.21  0.0047
40 H 3.05 -2.81 -0.41  0.0000
41 H 3.60 -1.17 -0.71  0.0010
42 H 3.72 -1.98 2.39  0.0011
43 H 2.89 -1.34 4.89  0.0002
44 H 1.22 -1.91 4.98  0.0036
45 H 1.56 -0.18 5.00  0.0021
46 C 2.59 0.52 -2.98  0.0317
47 Te 0.70 1.18 -2.18  0.1271
48 C 0.11 0.84 -4.24  0.0136
49 C 1.33 1.43 -4.92  0.0013
50 C 1.24 2.13 -6.11  0.0003
51 C 2.40 2.65 -6.68  0.0037
52 C 3.62 2.49 -6.06  -0.0011
53 C 3.71 1.81 -4.84  0.0051
54 C 2.56 1.27 -4.29  0.0042
55 H 2.51 -0.56 -3.09  0.0019
56 H 3.41 0.78 -2.31  0.0005
57 H -0.82 1.35 -4.47  0.0000
58 H 0.00 -0.23 -4.34  0.0023
59 H 0.28 2.27 -6.59  0.0000
60 H 2.33 3.19 -7.62  0.0002
61 H 4.51 2.91 -6.50  -0.0001
62 H 4.67 1.71 -4.34  0.0002



(3)
Entry from OMol25: a 8-piece molecular cluster, C14H30Br12N2O4 overall (ωB97M-V with the def2-TZVPD basis set).

Its energy above the lowest of the compared OMol25 structures with the same formula, charge and spin is 34.4 kcal per mole. The SMILES is C[N+](=O)[O-].C[N+](=O)[O-].BrCCBr.BrCCBr.BrCCBr.BrCCBr.BrCCBr.BrCCBr. The calculation puts the highest occupied orbital energy at -0.365 Eh.

Each line ends with the natural charge from an NBO analysis.
Atoms and positions in Å:
1 Br 14.62 10.06 14.60  -0.0401
2 C 13.14 9.27 15.66  -0.4275
3 C 13.62 9.19 17.17  -0.4533
4 Br 14.97 7.82 17.64  0.0173
5 H 12.97 8.27 15.26  0.2265
6 H 12.27 9.90 15.48  0.2344
7 H 12.73 9.01 17.76  0.2280
8 H 13.93 10.19 17.48  0.2270
9 Br 13.52 10.51 6.37  -0.0295
10 C 13.60 12.03 7.68  -0.4220
11 C 14.87 12.86 7.63  -0.4203
12 Br 14.93 13.97 5.93  -0.0321
13 H 13.47 11.66 8.70  0.2175
14 H 12.74 12.64 7.41  0.2314
15 H 15.75 12.22 7.75  0.2274
16 H 14.87 13.62 8.42  0.2287
17 Br 8.47 10.10 14.85  0.0128
18 C 9.41 9.14 13.44  -0.4743
19 C 9.17 9.76 12.04  -0.3941
20 Br 7.16 9.91 11.64  -0.0566
21 H 9.20 8.07 13.48  0.2320
22 H 10.48 9.12 13.64  0.2289
23 H 9.67 9.20 11.24  0.2364
24 H 9.48 10.80 12.03  0.2181
25 Br 17.55 10.43 12.57  -0.0294
26 C 17.96 9.91 10.70  -0.4356
27 C 18.94 8.75 10.66  -0.4014
28 Br 19.42 8.26 8.72  -0.0384
29 H 18.36 10.80 10.21  0.2176
30 H 17.02 9.72 10.17  0.2367
31 H 18.45 7.92 11.17  0.2299
32 H 19.85 9.06 11.18  0.2254
33 Br 6.62 11.81 7.43  0.0044
34 C 8.24 11.85 8.49  -0.4726
35 C 9.23 12.98 8.23  -0.4267
36 Br 10.71 12.74 9.49  -0.0407
37 H 8.63 10.83 8.39  0.2292
38 H 7.84 11.83 9.50  0.2390
39 H 8.66 13.90 8.40  0.2369
40 H 9.70 12.91 7.25  0.2336
41 Br 15.85 6.97 9.65  -0.0586
42 C 15.28 7.87 7.90  -0.3997
43 C 16.04 7.32 6.75  -0.4391
44 Br 15.34 5.57 6.08  -0.0381
45 H 15.56 8.91 8.09  0.2218
46 H 14.21 7.90 7.67  0.2367
47 H 17.08 7.13 7.01  0.2402
48 H 15.94 8.02 5.92  0.2314
49 C 14.69 6.70 13.24  -0.4831
50 N 14.45 5.22 12.99  0.5210
51 O 14.88 4.66 11.98  -0.3688
52 O 13.81 4.67 13.89  -0.3878
53 H 13.81 7.06 12.71  0.2490
54 H 15.67 6.98 12.86  0.2340
55 H 14.64 6.89 14.32  0.2293
56 C 13.42 11.42 11.56  -0.4998
57 N 13.55 9.97 11.29  0.5341
58 O 14.46 9.66 10.54  -0.3699
59 O 12.76 9.13 11.73  -0.4027
60 H 13.93 12.08 10.85  0.2299
61 H 13.86 11.47 12.55  0.2620
62 H 12.38 11.76 11.57  0.2336



(4)
Entry from OMol25: C25H21IInO18S as an isolated structure (ωB97M-V with the def2-TZVPD basis set).

The calculation puts the highest occupied orbital energy at -0.200 Eh. As for the net charge: -1.

Each line ends with the Mulliken charge.
Atoms and positions in Å:
1 O 0.66 -1.23 -0.09  -0.4915
2 S -0.06 -2.39 -0.51  0.7828
3 O -1.26 -2.13 -1.24  -0.6264
4 C 0.95 -3.51 -1.36  -1.0916
5 In 3.12 -3.20 -0.80  0.7689
6 I 3.14 -3.89 1.95  -0.5148
7 H -0.36 -3.05 0.63  0.0744
8 H 0.59 -4.48 -1.07  0.3802
9 H 0.72 -3.30 -2.40  0.3687
10 H 4.18 -4.26 -1.73  -0.4587
11 H 3.50 -1.51 -0.89  -0.2124
12 C 7.60 -1.38 -3.82  -1.1777
13 C 8.68 -1.43 -4.60  0.4626
14 C 9.51 -2.68 -4.74  1.0611
15 O 10.47 -2.64 -5.49  -0.6602
16 C 9.13 -3.85 -3.98  -0.9889
17 C 8.04 -3.80 -3.19  0.3252
18 C 7.21 -2.56 -3.06  0.9828
19 O 6.25 -2.63 -2.33  -0.4080
20 O 7.61 -4.82 -2.47  -0.6023
21 O 9.12 -0.41 -5.33  -0.6008
22 H 7.00 -0.49 -3.72  0.4675
23 H 9.74 -4.74 -4.08  0.4189
24 H 6.79 -4.51 -2.02  0.3422
25 H 9.92 -0.74 -5.79  0.3626
26 C 4.82 4.21 0.16  -1.0539
27 C 6.07 3.88 -0.17  0.3193
28 C 6.46 2.48 -0.57  1.1807
29 O 7.63 2.29 -0.87  -0.6768
30 C 5.43 1.46 -0.57  -0.9605
31 C 4.17 1.78 -0.23  -0.0144
32 C 3.78 3.19 0.15  0.9027
33 O 2.62 3.41 0.42  -0.6258
34 O 3.21 0.90 -0.22  -0.2460
35 O 7.09 4.73 -0.18  -0.5930
36 H 4.54 5.22 0.45  0.4115
37 H 5.72 0.45 -0.84  0.6450
38 H 2.38 1.34 0.05  0.3360
39 H 7.86 4.21 -0.47  0.3759
40 C -6.30 1.68 -0.29  -1.0158
41 C -5.61 1.11 0.70  0.0513
42 C -4.48 0.15 0.45  1.1987
43 O -3.92 -0.30 1.43  -0.6634
44 C -4.15 -0.18 -0.93  -1.0960
45 C -4.84 0.39 -1.92  0.2838
46 C -5.96 1.36 -1.67  1.0156
47 O -6.53 1.84 -2.63  -0.6428
48 O -4.62 0.15 -3.20  -0.5757
49 O -5.85 1.34 1.98  -0.4410
50 H -7.11 2.38 -0.12  0.4610
51 H -3.34 -0.88 -1.10  0.6593
52 H -5.26 0.70 -3.70  0.3641
53 H -5.19 0.80 2.48  0.4294
54 C -8.40 0.52 5.93  -0.9312
55 C -7.95 1.40 5.03  0.3622
56 C -8.86 2.35 4.30  1.0161
57 O -8.36 3.13 3.52  -0.6011
58 C -10.29 2.28 4.58  -1.0863
59 C -10.74 1.39 5.47  0.3781
60 C -9.82 0.46 6.21  1.0790
61 O -10.33 -0.30 7.02  -0.6344
62 O -12.02 1.25 5.78  -0.5792
63 O -6.67 1.51 4.71  -0.5761
64 H -7.75 -0.17 6.46  0.4336
65 H -10.94 2.95 4.04  0.4207
66 H -12.06 0.54 6.46  0.3711
67 H -6.62 2.22 4.03  0.3535



(5)
Entry from OMol25: a 5-piece molecular cluster, C33H70O18P4 overall (ωB97M-V with the def2-TZVPD basis set).

The SMILES is CCCCCCCCCCCCCCCC1=CC(=O)C=CC1=O.COP(=O)(OC)OC.COP(=O)(OC)OC.COP(=O)(OC)OC.COP(=O)(OC)OC. The calculation puts the highest occupied orbital energy at -0.347 Eh.

Each line ends with the Mulliken charge.
Atoms and positions in Å:
1 C 1.55 -1.42 -3.97  -1.1531
2 C 0.36 -1.19 -2.96  -0.3814
3 C 0.72 -0.08 -1.94  -0.4454
4 C 0.66 1.29 -2.70  0.0819
5 C 1.81 2.22 -2.19  -0.5347
6 C 1.90 3.58 -2.97  -1.0404
7 C 1.51 4.81 -2.13  -0.8649
8 C -0.02 5.10 -2.06  -0.7935
9 C -0.76 5.02 -3.42  -0.2996
10 C -2.29 5.15 -3.13  -0.7107
11 C -3.06 4.66 -4.40  -1.0312
12 C -3.37 3.15 -4.18  0.4246
13 C -4.23 2.52 -5.30  -0.8982
14 C -4.05 0.96 -5.33  -0.8200
15 C -3.75 0.28 -3.98  -0.2845
16 C -4.85 0.42 -2.93  0.3492
17 C -6.07 -0.04 -3.20  -0.2509
18 C -7.14 0.06 -2.16  0.2199
19 O -8.24 -0.36 -2.42  -0.5729
20 C -6.89 0.61 -0.78  -0.2250
21 C -5.69 1.08 -0.51  -0.7076
22 C -4.60 1.02 -1.56  0.4704
23 O -3.51 1.43 -1.27  -0.5092
24 H 2.52 -1.15 -3.53  0.2296
25 H 1.54 -2.48 -4.27  0.3680
26 H 1.35 -0.84 -4.88  0.3555
27 H 0.12 -2.15 -2.47  0.4772
28 H -0.51 -0.91 -3.58  0.0040
29 H 1.73 -0.22 -1.51  0.1921
30 H -0.04 -0.13 -1.14  0.3428
31 H -0.28 1.83 -2.47  -0.2325
32 H 0.74 1.14 -3.79  0.2692
33 H 1.80 2.36 -1.10  0.3145
34 H 2.74 1.67 -2.40  0.3881
35 H 2.96 3.70 -3.23  0.4300
36 H 1.37 3.49 -3.93  0.4290
37 H 1.83 4.62 -1.09  0.2985
38 H 2.05 5.69 -2.52  0.4061
39 H -0.56 4.45 -1.36  0.3637
40 H -0.13 6.15 -1.71  0.4060
41 H -0.52 5.87 -4.09  0.1869
42 H -0.59 4.06 -3.93  0.2352
43 H -2.51 4.46 -2.30  0.2709
44 H -2.57 6.17 -2.83  0.4690
45 H -3.99 5.21 -4.59  0.4334
46 H -2.37 4.75 -5.26  0.4444
47 H -3.95 3.07 -3.24  0.1505
48 H -2.40 2.64 -4.07  -0.2588
49 H -5.29 2.81 -5.22  0.3233
50 H -3.85 2.91 -6.26  0.3644
51 H -3.18 0.76 -5.98  0.3937
52 H -4.90 0.48 -5.85  0.4794
53 H -3.65 -0.80 -4.18  0.5420
54 H -2.78 0.57 -3.54  -0.2522
55 H -6.28 -0.49 -4.17  0.4445
56 H -7.67 0.63 -0.01  0.2386
57 H -5.44 1.53 0.46  0.4598
58 C 7.23 -1.84 2.50  -0.6714
59 O 6.28 -1.89 1.43  -0.3663
60 P 5.05 -0.72 1.45  0.9914
61 O 4.50 -1.31 2.74  -0.6162
62 O 4.35 -1.41 0.16  -0.2555
63 C 4.03 -2.80 0.22  -0.4432
64 O 3.88 0.49 1.39  -0.2506
65 C 3.32 0.96 2.61  -0.5689
66 H 8.15 -2.32 2.17  0.2383
67 H 7.45 -0.81 2.77  0.2982
68 H 6.84 -2.37 3.37  0.2359
69 H 3.90 -3.15 1.24  0.1456
70 H 4.81 -3.37 -0.27  0.3176
71 H 3.09 -2.95 -0.32  0.1783
72 H 4.08 1.18 3.35  0.3206
73 H 2.61 0.22 3.00  0.1944
74 H 2.77 1.87 2.38  0.2438
75 C 14.58 -5.05 2.27  -0.6813
76 O 13.16 -5.20 2.15  -0.3283
77 P 12.22 -3.90 2.69  1.0148
78 O 12.71 -4.11 4.11  -0.6585
79 O 10.87 -4.75 2.40  -0.2881
80 C 10.74 -6.04 2.99  -0.6143
81 O 11.25 -2.58 3.13  -0.2395
82 C 11.63 -1.81 4.25  -0.6204
83 H 15.06 -5.71 1.54  0.2446
84 H 14.89 -4.03 2.07  0.3049
85 H 14.90 -5.34 3.27  0.2607
86 H 11.36 -6.15 3.89  0.3319
87 H 11.02 -6.80 2.27  0.2375
88 H 9.70 -6.18 3.27  0.2393
89 H 12.69 -1.54 4.22  0.3070
90 H 11.41 -2.35 5.17  0.2662
91 H 11.03 -0.90 4.24  0.2313
92 C -10.64 1.16 0.59  -0.7357
93 O -9.97 1.96 1.57  -0.2427
94 P -10.93 2.96 2.52  0.9997
95 O -11.44 3.85 1.41  -0.6455
96 O -9.64 3.56 3.27  -0.3512
97 C -8.68 4.27 2.50  -0.5532
98 O -11.91 3.47 3.76  -0.3313
99 C -13.19 4.01 3.45  -0.5865
100 H -10.02 0.30 0.37  0.2541
101 H -11.60 0.81 0.96  0.3668
102 H -10.78 1.74 -0.32  0.2927
103 H -9.10 4.68 1.58  0.3400
104 H -7.85 3.60 2.25  0.1694
105 H -8.30 5.09 3.11  0.2506
106 H -13.73 3.39 2.74  0.3071
107 H -13.07 5.02 3.06  0.2489
108 H -13.76 4.07 4.38  0.2371
109 C -0.03 -6.59 2.00  -0.6663
110 O 0.62 -5.65 2.87  -0.3348
111 P -0.35 -4.46 3.55  0.9969
112 O -0.74 -3.77 2.27  -0.6170
113 O 0.91 -3.78 4.28  -0.4077
114 C 1.96 -3.26 3.46  -0.6349
115 O -1.39 -3.70 4.61  -0.3323
116 C -2.61 -3.17 4.11  -0.5802
117 H 0.57 -7.50 1.98  0.2437
118 H -1.03 -6.83 2.36  0.3011
119 H -0.08 -6.17 1.00  0.2616
120 H 1.62 -3.01 2.46  0.4024
121 H 2.77 -3.99 3.40  0.3013
122 H 2.35 -2.36 3.94  0.2821
123 H -3.13 -3.90 3.48  0.3050
124 H -2.42 -2.26 3.55  0.2373
125 H -3.24 -2.93 4.96  0.2320



(6)
Entry from OMol25: one molecule with the formula C3H9PSi (ωB97M-V with the def2-TZVPD basis set).

Its energy above the lowest of the compared OMol25 structures with the same formula, charge and spin is 26.3 kcal per mole. The SMILES is C=C[C@H]([SiH3])P. The calculation puts the highest occupied orbital energy at -0.327 Eh.

Each line ends with the natural charge from an NBO analysis.
Atoms and positions in Å:
1 C 0.45 -2.33 -0.38  -0.4008
2 C 0.48 -1.13 0.13  -0.1985
3 C -0.26 0.32 -0.54  -0.9021
4 Si 0.97 1.70 0.43  0.8593
5 P -1.82 0.75 0.30  0.2841
6 H 0.21 -2.67 -1.42  0.2057
7 H 0.87 -3.20 0.28  0.2051
8 H -0.20 0.13 -1.69  0.2491
9 H 0.49 -1.02 1.20  0.1943
10 H 1.20 1.17 1.78  -0.1579
11 H 0.23 2.99 0.38  -0.1513
12 H 2.36 1.79 -0.02  -0.1626
13 H -2.90 -0.12 0.29  -0.0109
14 H -2.09 1.63 -0.73  -0.0135



Record-wise E_tot values, in eV: -123257.4933, -43351.9251, -866678.5156, -87229.5756, -109359.8371, -20419.6128